Record 1
This record from OMol25 describes the molecule C21H26N4O3S at a distorted geometry. The level of theory is the ωB97M-V functional and the def2-TZVPD basis.

The geometry in XYZ format:
```
55
Properties=species:S:1:pos:R:3:forces:R:3:mulliken_charge:R:1
C -3.902 1.856 -0.808 0.0 0.1 -0.1 -0.8717
O -3.398 0.691 -0.213 0.0 -0.3 0.2 -0.2135
C -3.707 -0.479 -0.931 0.0 -0.1 0.0 -0.3384
C -3.359 -1.693 -0.064 -0.5 0.3 -0.2 -1.6216
N -2.035 -1.577 0.510 0.2 0.0 0.2 0.1021
C -0.910 -1.790 -0.231 0.7 -0.2 -0.1 0.0947
S -1.098 -2.317 -1.897 -0.3 -0.2 -0.4 -0.1946
C 0.640 -2.620 -2.347 -0.3 -0.1 0.4 -1.0970
C 1.702 -1.620 -1.889 0.1 -0.3 -0.5 0.9477
O 2.713 -2.054 -1.370 0.3 -0.2 0.1 -0.7001
N 1.552 -0.319 -2.204 0.1 0.3 -0.1 0.2305
C 0.469 0.302 -2.926 -0.4 0.1 -0.1 -1.4243
C -0.312 1.256 -2.020 0.3 0.1 -0.2 0.7247
C 0.617 2.299 -1.397 -0.2 -0.1 0.3 0.1171
C -0.150 3.184 -0.420 0.2 -0.1 -0.3 -1.6467
C 1.776 1.584 -0.700 0.0 0.1 -0.4 -0.1469
C 2.492 0.647 -1.671 0.2 0.0 0.4 -1.2122
N 0.302 -1.649 0.176 -0.2 -0.2 -0.1 -0.0424
C 0.463 -1.235 1.452 -1.1 0.2 0.7 1.4462
C -0.620 -0.985 2.293 0.6 -0.1 -0.6 -0.6383
N -0.159 -0.574 3.516 -0.4 0.1 0.3 0.0443
C 1.208 -0.554 3.482 0.4 -0.1 -0.4 -0.7222
C 2.123 -0.208 4.470 0.1 0.1 0.2 -0.9443
C 3.463 -0.289 4.155 -0.2 0.0 0.2 -0.4734
C 3.901 -0.706 2.893 0.2 -0.1 -0.2 -0.8704
C 3.007 -1.051 1.905 0.0 0.0 0.1 -0.1256
C 1.647 -0.969 2.198 -0.1 0.1 0.4 0.6832
C -1.971 -1.174 1.865 0.1 0.0 0.1 0.4418
O -2.977 -1.048 2.537 0.0 0.1 0.2 -0.7412
H -3.502 1.991 -1.822 0.0 0.0 0.0 0.3072
H -3.588 2.686 -0.179 0.0 0.1 -0.1 0.2347
H -4.997 1.832 -0.864 0.0 0.0 0.0 0.3572
H -4.779 -0.517 -1.172 0.1 0.0 0.0 0.5740
H -3.142 -0.503 -1.877 -0.1 0.1 0.1 0.2901
H -4.044 -1.733 0.788 0.1 -0.1 -0.2 0.5228
H -3.432 -2.606 -0.659 0.0 0.0 0.1 0.4598
H 0.922 -3.583 -1.921 0.1 0.2 -0.1 0.5104
H 0.635 -2.697 -3.436 -0.1 0.0 0.0 0.5061
H -0.194 -0.448 -3.353 0.1 0.1 0.0 0.3839
H 0.909 0.877 -3.754 -0.1 -0.1 0.0 0.4610
H -1.089 1.749 -2.607 -0.1 0.0 0.0 0.4869
H -0.796 0.691 -1.222 -0.1 0.0 0.0 -0.5866
H 1.026 2.927 -2.198 0.0 0.0 0.0 0.3719
H -0.602 2.578 0.362 -0.1 -0.1 0.1 0.2118
H 0.517 3.906 0.046 0.0 0.1 0.1 0.4514
H -0.940 3.726 -0.934 -0.1 0.1 0.0 0.4218
H 2.488 2.312 -0.307 0.0 0.0 0.1 0.5211
H 1.394 0.998 0.137 0.0 0.0 0.1 -0.2276
H 3.288 0.098 -1.168 0.0 0.1 -0.1 0.5084
H 2.921 1.219 -2.503 0.0 0.0 0.0 0.3694
H -0.749 -0.341 4.297 0.0 0.0 -0.1 0.2062
H 1.793 0.108 5.448 0.0 0.0 0.1 0.4230
H 4.197 -0.027 4.904 0.0 0.0 0.1 0.3860
H 4.962 -0.760 2.701 0.1 0.0 0.0 0.4239
H 3.323 -1.390 0.931 0.1 0.0 -0.2 0.6180
```
Forces are in eV/Å.

Summary:
SMILES	COCCn1c(SCC(=O)N2CCC(C)CC2)nc2c([nH]c3ccccc32)c1=O
HOMO energy	-7.697	eV
HOMO-LUMO gap	8.2	eV
LUMO level	0.01793	Eh
charge	0
ΔE to the lowest compared entry with this formula, charge and spin	0.520	eV

Record 2
This record from OMol25 describes C3H3CdO3 as an isolated structure at a distorted geometry. The level of theory is the ωB97M-V functional and the def2-TZVPD basis.

The geometry in XYZ format:
```
10
Properties=species:S:1:pos:R:3:forces:R:3:mulliken_charge:R:1
H 2.134 1.657 -1.427 -0.3 0.0 -0.2 0.3380
O -0.069 0.687 -1.755 0.6 0.2 0.7 -0.4534
C 0.584 0.654 -0.748 -1.5 -1.0 -1.4 0.8911
O 1.817 1.230 -0.621 1.1 0.9 -0.8 -0.4849
O 0.346 0.057 0.386 -0.6 0.2 -0.4 -0.6952
Cd 1.937 0.740 1.549 1.1 0.0 2.0 0.6390
H -0.636 -0.788 0.473 -1.2 -1.1 0.0 0.5131
C -2.039 -1.338 0.734 0.3 0.3 -0.1 -0.0873
C -1.210 -2.228 0.467 0.2 0.6 0.1 -1.0445
H -2.864 -0.671 0.941 0.4 -0.2 -0.1 0.3840
```
Forces are in eV/Å.

Summary:
spin multiplicity	2
HOMO energy (alpha / beta)	-9.023 / -9.052	eV
HOMO-LUMO gap (alpha / beta)	8.9 / 6.5	eV
LUMO level (alpha / beta)	-0.00429 / -0.09536	Eh
charge	0
ΔE to the lowest compared entry with this formula, charge and spin	1.396	eV
expectation value of S²	0.7513

Record 3
This record from OMol25 describes a 2-piece molecular cluster, C4H4ClO4S overall at a distorted geometry. The level of theory is the ωB97M-V functional and the def2-TZVPD basis.

The geometry in XYZ format:
```
14
Properties=species:S:1:pos:R:3:forces:R:3:mulliken_charge:R:1
C 1.062 -1.869 -2.036 1.5 0.1 2.8 0.7949
C 1.545 0.881 1.991 -2.0 3.8 -5.1 -0.8900
C 0.592 0.677 0.996 -1.1 -0.1 -0.1 0.1854
C -0.393 1.216 -0.341 1.1 0.1 3.1 -0.5116
O 0.697 -1.939 -3.106 -1.3 -0.1 -3.0 -0.3854
O 1.576 -1.848 -0.998 0.1 0.0 0.3 -0.4054
O -1.107 -1.285 -0.949 -0.1 0.6 0.9 -0.5823
O -2.491 0.498 -1.739 -0.4 1.0 0.3 -0.5695
S -1.572 0.077 -0.723 1.1 -1.5 -0.8 0.8609
Cl -2.840 -0.107 1.072 -0.2 -0.2 0.0 -0.4000
H 2.143 1.796 2.040 -0.2 -0.2 0.3 0.2490
H 1.656 0.155 2.685 0.5 -2.3 2.0 0.3262
H 0.245 -0.311 1.200 -0.6 -0.8 -0.3 0.1039
H -1.115 2.060 -0.092 1.5 -0.4 -0.2 0.2238
```
Forces are in eV/Å.

Summary:
HOMO energy	-4.451	eV
HOMO-LUMO gap	7.9	eV
LUMO level	0.12576	Eh
charge	-1
ΔE to the lowest compared entry with this formula, charge and spin	1.806	eV

Record 4
This record from OMol25 describes the molecule C4H7NO at a distorted geometry. The level of theory is the ωB97M-V functional and the def2-TZVPD basis.

The geometry in XYZ format:
```
13
Properties=species:S:1:pos:R:3:forces:R:3:mulliken_charge:R:1
C -1.012 1.576 0.295 1.1 0.3 -0.4 -0.9104
N -0.950 0.173 -0.023 -0.1 -0.5 -0.1 -0.3273
C 0.360 -0.368 0.037 -0.9 -0.1 -0.4 0.3003
C 0.518 -1.813 -0.352 0.1 0.2 0.1 -1.2034
C 1.404 0.376 0.322 1.3 -0.3 0.9 0.4921
O 2.377 0.832 0.806 -0.6 0.1 -0.5 -0.4423
H -2.020 1.947 0.116 0.2 0.2 0.0 0.3170
H -0.728 1.713 1.339 -0.3 0.0 0.1 0.3032
H -0.208 2.128 -0.287 -1.0 0.0 0.3 0.3013
H -1.387 -0.035 -0.917 0.1 0.1 0.1 0.2479
H 1.535 -2.148 -0.160 0.0 -0.1 -0.1 0.3197
H -0.173 -2.424 0.233 0.0 0.0 0.0 0.3138
H 0.283 -1.957 -1.410 0.1 0.0 0.0 0.2882
```
Forces are in eV/Å.

Summary:
SMILES	CNC(C)=C=O
HOMO energy	-7.777	eV
HOMO-LUMO gap	8.7	eV
LUMO level	0.03233	Eh
charge	0
ΔE to the lowest compared entry with this formula, charge and spin	2.171	eV